# 1
A structure of composition C36H30BeF3N4Sb, computed with ωB97M-V/def2-TZVPD.

Element x y z (Å)
Be  -0.124  0.237  -0.635
C  -1.533  2.119  -1.726
N  -1.044  1.734  -0.368
C  -0.095  2.716  0.221
C  1.316  2.199  0.091
C  2.419  2.985  0.367
C  3.678  2.423  0.262
C  3.796  1.093  -0.128
C  2.652  0.374  -0.381
N  1.425  0.912  -0.265
C  -2.140  1.349  0.561
C  -2.363  -0.136  0.475
C  -3.534  -0.741  0.880
C  -3.637  -2.120  0.788
C  -2.566  -2.843  0.286
C  -1.426  -2.171  -0.092
N  -1.314  -0.836  0.008
C  -1.008  1.183  -2.792
C  -1.302  1.342  -4.134
C  -0.792  0.425  -5.037
C  0.000  -0.622  -4.577
C  0.250  -0.714  -3.227
N  -0.246  0.174  -2.352
H  -2.624  2.106  -1.740
H  -1.227  3.140  -1.956
H  -0.198  3.698  -0.241
H  -0.319  2.842  1.281
H  2.288  4.017  0.662
H  4.559  3.012  0.475
H  4.760  0.619  -0.230
H  2.705  -0.663  -0.681
H  -1.832  1.584  1.581
H  -3.056  1.908  0.364
H  -4.349  -0.142  1.261
H  -4.547  -2.619  1.093
H  -2.608  -3.918  0.185
H  -0.571  -2.708  -0.475
H  -1.923  2.163  -4.464
H  -1.006  0.524  -6.092
H  0.413  -1.353  -5.255
H  0.860  -1.509  -2.817
F  4.413  -2.773  7.848
C  3.719  -2.496  6.739
C  4.408  -2.298  5.556
C  3.682  -2.004  4.414
C  2.289  -1.920  4.455
C  1.629  -2.124  5.662
C  2.343  -2.417  6.816
Sb  1.267  -1.412  2.668
C  1.670  -3.266  1.668
C  1.834  -3.296  0.283
C  2.232  -4.442  -0.388
C  2.480  -5.578  0.361
F  2.873  -6.688  -0.271
C  2.345  -5.595  1.735
C  1.947  -4.434  2.381
C  -0.713  -1.751  3.390
C  -1.450  -0.636  3.793
C  -2.726  -0.767  4.324
C  -3.257  -2.038  4.439
F  -4.488  -2.178  4.946
C  -2.563  -3.168  4.048
C  -1.286  -3.015  3.525
H  5.486  -2.372  5.545
H  4.216  -1.854  3.482
H  0.549  -2.062  5.717
H  1.850  -2.584  7.764
H  1.648  -2.394  -0.300
H  2.368  -4.475  -1.461
H  2.562  -6.502  2.283
H  1.864  -4.441  3.462
H  -1.013  0.356  3.726
H  -3.299  0.084  4.668
H  -3.016  -4.142  4.175
H  -0.730  -3.898  3.232

Results
Total energy   -58860.7825 eV
Total charge   +2
Frontier orbital gap   7.2 eV
LUMO energy   -5.718 eV
Highest occupied orbital energy   -12.87 eV

Atom charges from the Mulliken analysis, given in e for atoms 1 to 5: number 1, Be, carries -0.9413; number 2, C, carries -1.3245; number 3, N, carries 0.5362; number 4, C, carries -1.2662; number 5, C, carries 0.9758


# 2
A structure of composition C29H38AlBF18I2NO15, computed with ωB97M-V/def2-TZVPD.

Element x y z (Å)
C  -3.940  -1.328  -2.273
O  -2.536  -1.363  -2.432
B  -1.962  -0.228  -3.001
O  -2.302  1.004  -2.402
Al  -0.698  -0.188  -4.726
O  -1.340  -1.291  -6.106
C  -1.555  -2.510  -5.820
N  -1.785  -3.642  -5.629
C  1.279  -0.454  -4.298
I  2.641  1.093  -4.987
C  1.880  -1.435  -3.643
C  3.338  -1.609  -3.349
I  0.710  -3.033  -2.873
H  -4.352  -0.326  -2.164
H  -4.457  -1.812  -3.099
H  -4.183  -1.895  -1.375
H  -1.601  1.299  -1.818
H  -0.827  1.286  -5.327
H  3.814  -1.969  -4.260
H  3.802  -0.687  -3.026
H  3.483  -2.373  -2.595
C  -2.566  6.241  -5.337
C  -1.528  5.921  -6.390
O  -0.201  5.937  -5.838
C  0.153  4.825  -5.189
O  -0.517  3.860  -5.029
C  1.597  4.958  -4.693
F  1.805  6.159  -4.123
F  2.468  4.847  -5.705
F  1.899  4.027  -3.797
H  -2.338  7.192  -4.853
H  -3.557  6.302  -5.787
H  -2.586  5.475  -4.562
H  -1.531  6.682  -7.169
H  -1.723  4.961  -6.866
C  -2.792  -0.036  1.083
C  -4.271  -0.342  1.130
O  -4.813  -0.119  2.455
C  -5.107  1.127  2.769
O  -4.980  2.096  2.085
C  -5.697  1.165  4.188
F  -4.984  0.410  5.038
F  -6.953  0.702  4.193
F  -5.722  2.403  4.671
H  -2.261  -0.610  1.844
H  -2.390  -0.287  0.102
H  -2.605  1.020  1.277
H  -4.440  -1.394  0.913
H  -4.823  0.240  0.394
C  -0.870  -8.287  1.317
C  -0.831  -7.569  -0.015
O  -1.750  -6.463  -0.039
C  -1.325  -5.347  0.533
O  -0.269  -5.179  1.065
C  -2.385  -4.248  0.374
F  -3.615  -4.699  0.668
F  -2.398  -3.800  -0.873
F  -2.134  -3.223  1.189
H  -1.889  -8.598  1.552
H  -0.229  -9.167  1.291
H  -0.532  -7.637  2.123
H  -1.152  -8.234  -0.814
H  0.173  -7.225  -0.258
C  4.385  4.773  -1.998
C  5.378  4.439  -3.090
O  6.717  4.413  -2.547
C  7.077  3.300  -1.929
O  6.417  2.320  -1.771
C  8.535  3.428  -1.457
F  8.763  4.612  -0.876
F  9.374  3.315  -2.496
F  8.838  2.477  -0.580
H  4.666  5.707  -1.508
H  3.389  4.874  -2.402
H  4.369  3.994  -1.236
H  5.375  5.216  -3.852
H  5.148  3.496  -3.589
C  -3.730  0.413  8.107
C  -2.657  -0.212  7.243
O  -1.372  0.393  7.492
C  -0.718  -0.046  8.553
O  -1.083  -0.885  9.321
C  0.643  0.662  8.649
F  0.527  1.977  8.444
F  1.484  0.174  7.729
F  1.190  0.479  9.846
H  -3.752  1.494  7.965
H  -4.706  0.003  7.853
H  -3.540  0.226  9.164
H  -2.872  -0.034  6.193
H  -2.600  -1.290  7.387
C  0.682  -2.075  2.831
C  2.118  -1.635  3.033
O  3.028  -2.493  2.322
C  3.161  -2.234  1.027
O  2.610  -1.372  0.417
C  4.177  -3.203  0.402
F  3.972  -4.462  0.805
F  5.428  -2.870  0.747
F  4.083  -3.173  -0.920
H  0.560  -3.121  3.111
H  0.012  -1.465  3.437
H  0.386  -1.982  1.787
H  2.396  -1.715  4.082
H  2.267  -0.599  2.731

Results
Total energy   -135287.5404 eV
Total charge   -1
Frontier orbital gap   6.9 eV
LUMO energy   1.813 eV
Highest occupied orbital energy   -5.06 eV

Atom charges from the Mulliken analysis, given in e for atoms 1 to 5: number 1, C, carries -0.7537; number 2, O, carries 0.4067; number 3, B, carries -0.0173; number 4, O, carries -0.5915; number 5, Al, carries -0.3632


# 3
A structure of composition C6H15BClFMgO10, computed with ωB97M-V/def2-TZVPD.

Element x y z (Å)
C  2.808  2.110  0.018
O  2.006  2.757  1.001
B  0.742  2.310  1.087
O  0.524  0.990  1.519
C  -0.443  3.324  0.734
O  -1.215  2.907  -0.423
C  -1.780  1.722  -0.287
O  -1.695  0.834  -1.088
Cl  -2.700  1.456  1.200
H  2.637  1.043  -0.012
H  3.896  2.231  0.302
H  2.719  2.585  -0.940
H  0.426  0.446  0.731
H  -1.080  3.516  1.589
H  -0.003  4.271  0.484
O  0.031  -1.142  3.107
H  0.881  -0.672  3.202
H  -0.572  -0.449  2.761
O  5.204  1.136  -0.291
H  6.063  0.817  0.051
O  4.744  -1.854  0.124
H  4.000  -2.034  0.703
H  4.384  -1.934  -0.764
Mg  -1.114  -1.428  4.641
C  -3.619  -2.780  -0.884
C  -3.418  -1.930  -2.119
O  -2.983  -2.893  -3.085
C  -3.430  -4.113  -2.697
O  -3.381  -5.091  -3.358
O  -3.942  -4.057  -1.439
H  -4.424  -2.423  -0.246
H  -2.707  -2.874  -0.289
H  -4.347  -1.475  -2.467
H  -2.672  -1.153  -1.981
F  4.462  3.849  -0.885

Results
Total energy   -48292.9275 eV
Frontier orbital gap   1.7 eV
LUMO energy   -5.323 eV
Highest occupied orbital energy   -7.01 eV

Atom charges from the natural (NBO) analysis, given in e for atoms 1 to 5: number 1, C, carries -0.2232; number 2, O, carries -0.7044; number 3, B, carries 1.1851; number 4, O, carries -0.9750; number 5, C, carries -0.4354


# 4
A structure of composition C7H15N2Os, computed with ωB97M-V/def2-TZVPD.

Element x y z (Å)
C  -2.478  -0.961  -3.571
Os  1.123  -0.782  -1.267
N  1.304  0.367  -2.908
H  -0.201  -1.436  -0.525
H  -3.209  -0.193  -3.698
H  -2.863  -1.898  -3.139
H  -1.799  -0.548  -2.792
H  -1.872  -1.179  -4.456
H  2.254  0.602  -3.219
H  0.878  1.292  -2.779
H  0.803  -0.045  -3.710
N  1.118  0.680  0.041
C  0.680  0.478  1.470
C  -0.662  0.649  1.768
C  -1.071  0.332  3.070
C  -0.134  -0.122  4.006
C  1.219  -0.255  3.667
C  1.652  0.076  2.372
H  0.543  1.467  -0.271
H  2.042  1.098  0.164
H  -1.351  0.972  0.983
H  -2.131  0.426  3.328
H  -0.467  -0.341  5.031
H  1.941  -0.604  4.398
H  2.679  -0.075  2.037

Results
ΔE to the lowest compared entry with this formula, charge and spin   0.0 kcal per mole
Total energy   -12938.4912 eV
Total charge   +1
Frontier orbital gap (alpha / beta)   7.4 / 7.7 eV
<S²>   6.01
Spin multiplicity   5
LUMO energy (alpha / beta)   -3.712 / -4.796 eV
Highest occupied orbital energy (alpha / beta)   -11.10 / -12.51 eV

Atom charges from the natural (NBO) analysis, given in e for atoms 1 to 5: number 1, C, carries -0.8494; number 2, Os, carries 0.8785; number 3, N, carries -1.0897; number 4, H, carries -0.2143; number 5, H, carries 0.2254


# 5
A structure of composition C38H58IMnN8O4, computed with ωB97M-V/def2-TZVPD.

Element x y z (Å)
Mn  -0.272  0.814  1.498
I  -0.203  -1.044  -0.523
C  -2.493  4.429  1.716
C  -2.405  5.661  2.466
C  -1.135  5.775  3.440
O  -0.803  6.825  3.943
C  -0.469  4.514  3.716
C  -0.843  3.354  3.125
C  -1.799  3.356  1.981
O  -1.891  2.364  1.080
O  -0.137  2.265  3.419
O  -3.160  6.592  2.625
H  -3.125  4.480  0.841
H  0.250  4.710  4.497
C  -3.867  -1.586  -3.749
C  -3.616  -0.366  -4.673
C  -4.813  0.397  -5.214
C  -5.963  0.901  -4.447
N  -6.823  1.266  -3.824
H  -4.812  -1.469  -3.218
H  -3.079  -1.781  -3.022
H  -4.141  -2.511  -4.256
H  -2.948  -0.597  -5.503
H  -3.094  0.400  -4.099
H  -5.255  -0.090  -6.083
H  -4.376  1.323  -5.588
C  -3.205  1.451  6.019
C  -3.749  0.094  5.596
C  -2.777  -0.927  5.044
C  -2.206  -0.536  3.725
N  -1.809  -0.191  2.713
H  -3.008  1.677  7.067
H  -4.007  2.183  5.935
H  -2.554  1.950  5.301
H  -4.599  0.266  4.936
H  -4.083  -0.290  6.560
H  -3.324  -1.869  5.003
H  -1.945  -1.009  5.744
C  4.344  -1.526  5.599
C  4.534  -1.268  4.157
C  3.826  0.016  3.708
C  2.440  -0.171  3.213
N  1.367  -0.336  2.800
H  4.873  -2.347  6.082
H  3.303  -1.663  5.891
H  4.832  -0.712  6.136
H  4.089  -2.092  3.599
H  5.578  -1.238  3.843
H  4.328  0.470  2.854
H  3.803  0.723  4.538
C  -2.333  4.463  -2.731
C  -3.328  3.501  -2.153
C  -4.806  3.636  -2.509
C  -5.077  4.147  -3.885
N  -5.338  4.481  -4.934
H  -2.278  4.206  -3.788
H  -1.349  4.225  -2.327
H  -2.508  5.539  -2.694
H  -3.303  3.474  -1.063
H  -2.994  2.549  -2.565
H  -5.310  4.368  -1.879
H  -5.207  2.642  -2.309
C  -0.196  -4.908  -2.469
C  -1.016  -4.121  -3.538
C  -0.319  -2.883  -4.025
C  0.648  -3.306  -4.945
N  1.499  -3.650  -5.682
H  -0.406  -5.973  -2.565
H  -0.388  -4.525  -1.467
H  0.877  -4.727  -2.537
H  -1.982  -3.876  -3.099
H  -1.140  -4.770  -4.405
H  0.269  -2.407  -3.240
H  -0.899  -2.053  -4.429
C  3.854  -2.115  -1.568
C  5.389  -2.136  -1.474
C  5.758  -1.397  -0.162
C  5.490  0.014  -0.221
N  5.219  1.119  -0.302
H  3.405  -2.326  -0.598
H  3.542  -2.917  -2.238
H  3.317  -1.242  -1.939
H  5.820  -1.720  -2.384
H  5.721  -3.172  -1.536
H  6.790  -1.737  -0.077
H  5.265  -1.724  0.754
C  2.120  -6.011  0.540
C  2.084  -4.485  0.538
C  1.257  -3.935  1.713
C  1.693  -4.330  3.023
N  1.901  -4.581  4.123
H  1.238  -6.480  0.102
H  2.305  -6.155  1.604
H  3.007  -6.311  -0.019
H  1.663  -4.102  -0.392
H  3.096  -4.117  0.706
H  0.204  -4.078  1.471
H  1.407  -2.863  1.837
C  2.837  1.873  -2.943
C  2.759  3.302  -2.366
C  1.509  3.579  -1.632
C  1.390  2.949  -0.341
N  1.315  2.460  0.695
H  1.804  1.662  -3.219
H  3.054  1.109  -2.196
H  3.588  1.723  -3.719
H  2.648  4.061  -3.141
H  3.717  3.593  -1.937
H  0.678  3.193  -2.223
H  1.260  4.626  -1.455

Results
ΔE to the lowest compared entry with this formula, charge and spin   64.2 kcal per mole
Total energy   -99878.2107 eV
Total charge   -1
Frontier orbital gap (alpha / beta)   6.0 / 6.0 eV
<S²>   8.75
Spin multiplicity   6
LUMO energy (alpha / beta)   1.794 / 1.793 eV
Highest occupied orbital energy (alpha / beta)   -4.20 / -4.20 eV

Atom charges from the Mulliken analysis, given in e for atoms 1 to 5: number 1, Mn, carries 0.6293; number 2, I, carries -0.4674; number 3, C, carries -0.5889; number 4, C, carries 0.2256; number 5, C, carries 0.3627


# 6
An isolated molecule of C4H4N2O, computed with ωB97M-V/def2-TZVPD.

Element x y z (Å)
C  2.007  0.463  0.072
C  1.416  0.436  1.295
C  -0.164  0.033  -0.019
C  -1.513  -0.340  -0.413
N  0.916  0.111  -0.826
N  0.937  0.034  -2.106
O  0.154  0.095  1.240
H  1.863  0.751  2.243
H  -1.629  -1.505  -0.458
H  -1.621  0.043  -1.359
H  -2.366  -0.120  0.331

Results
ΔE to the lowest compared entry with this formula, charge and spin   169.6 kcal per mole
Total energy   -9233.1313 eV
Frontier orbital gap (alpha / beta)   6.6 / 6.4 eV
LUMO energy (alpha / beta)   -1.735 / -1.894 eV
Highest occupied orbital energy (alpha / beta)   -8.34 / -8.33 eV

Atom charges from the natural (NBO) analysis, given in e for atoms 1 to 5: number 1, C, carries -0.2122; number 2, C, carries -0.0997; number 3, C, carries 0.5843; number 4, C, carries -0.6933; number 5, N, carries -0.2959


# 7
A structure of composition C18H27F5HgN4O4Te, computed with ωB97M-V/def2-TZVPD.

Element x y z (Å)
Hg  -0.901  0.230  -0.614
C  -2.753  3.878  1.467
C  -1.533  3.307  0.751
C  -0.326  4.225  0.903
O  -1.154  2.076  1.345
C  -1.862  3.181  -0.757
O  -2.240  4.184  -1.341
O  -1.770  2.035  -1.352
H  -2.513  4.068  2.514
H  -3.582  3.169  1.422
H  -3.067  4.803  0.988
H  -0.136  4.423  1.959
H  -0.509  5.163  0.381
H  0.560  3.753  0.475
H  -1.927  1.493  1.450
N  2.266  -1.549  3.813
C  1.823  -0.169  4.047
C  1.051  0.321  2.826
N  1.817  0.209  1.592
C  2.334  -1.143  1.409
C  3.125  -1.626  2.623
H  0.991  -2.492  3.544
H  2.745  -1.915  4.627
H  2.689  0.490  4.219
H  1.192  -0.151  4.938
H  0.738  1.357  2.957
H  0.142  -0.278  2.714
H  2.583  0.876  1.608
H  2.965  -1.166  0.518
H  1.482  -1.801  1.224
H  4.016  -0.992  2.753
H  3.452  -2.659  2.494
C  -3.190  -3.470  -4.659
C  -3.326  -3.222  -3.157
C  -2.879  -1.891  -2.764
N  -2.570  -0.870  -2.348
H  -3.483  -4.493  -4.894
H  -2.162  -3.323  -4.986
H  -3.825  -2.790  -5.225
H  -2.737  -3.935  -2.577
H  -4.360  -3.322  -2.826
N  5.396  0.683  -4.674
C  4.434  0.619  -4.048
C  3.232  0.538  -3.265
C  3.097  1.331  -2.128
C  1.941  1.246  -1.363
C  0.946  0.367  -1.755
C  1.061  -0.425  -2.884
C  2.217  -0.338  -3.647
H  3.892  2.011  -1.847
H  1.826  1.851  -0.475
H  0.269  -1.105  -3.169
H  2.337  -0.944  -4.537
F  0.265  -3.092  3.304
Te  -2.024  -2.127  1.472
F  -2.624  -0.088  1.045
F  -3.272  -2.367  0.062
F  -1.767  -4.021  1.210
F  -3.709  -2.413  2.549
O  -0.686  -1.705  0.087

Results
ΔE to the lowest compared entry with this formula, charge and spin   25.2 kcal per mole
Total energy   -58311.8510 eV
Total charge   -1
Frontier orbital gap (alpha / beta)   8.1 / 6.5 eV
<S²>   0.76
Spin multiplicity   2
LUMO energy (alpha / beta)   2.309 / 0.528 eV
Highest occupied orbital energy (alpha / beta)   -5.83 / -5.96 eV

Atom charges from the natural (NBO) analysis, given in e for atoms 1 to 5: number 1, Hg, carries 1.7023; number 2, C, carries -0.6225; number 3, C, carries 0.1357; number 4, C, carries -0.6061; number 5, O, carries -0.7740


# 8
An isolated molecule of C2H4N4O, computed with ωB97M-V/def2-TZVPD.

Element x y z (Å)
N  -1.240  0.644  1.721
C  -0.354  0.224  0.748
N  0.855  -0.215  1.030
N  1.307  -0.581  -0.215
C  0.359  -0.334  -1.122
O  0.547  -0.622  -2.413
N  -0.713  0.187  -0.573
H  -0.791  0.851  2.602
H  -1.863  1.375  1.411
H  2.201  -1.025  -0.338
H  -0.307  -0.504  -2.852

Results
ΔE to the lowest compared entry with this formula, charge and spin   3.5 kcal per mole
Total energy   -10146.9839 eV
Frontier orbital gap   9.3 eV
SMILES   Nc1n[nH]c(O)n1
LUMO energy   0.752 eV
Highest occupied orbital energy   -8.53 eV

Atom charges from the natural (NBO) analysis, given in e for atoms 1 to 5: number 1, N, carries -0.8066; number 2, C, carries 0.4694; number 3, N, carries -0.3650; number 4, N, carries -0.4014; number 5, C, carries 0.6392